[1]
ORCA calculation (ωB97M-V/def2-TZVPD) on C6H9N3 as an isolated structure at a distorted geometry.

Results
HOMO-LUMO gap in eV: 6.236
Energy above the lowest of the compared OMol25 structures with the same formula, charge and spin in eV: 5.161
Electronic energy in a.u.: -398.085768

Structure (XYZ):
```
18
Properties=species:S:1:pos:R:3:mulliken_charge:R:1
C 1.1262 0.2714 -0.9909 0.05
C -1.4654 -0.4906 1.0646 -0.29
C -0.0477 1.3820 0.8827 -0.40
C -0.2121 0.8885 -0.5558 -0.49
C 0.8194 -0.6232 0.2003 -0.55
C 0.6926 0.2574 1.4353 -0.41
H 0.7965 0.1409 -3.0027 0.22
H 1.7331 -1.0407 -2.4024 0.23
H -1.3785 -1.4849 1.5806 0.32
H -2.4797 -0.0567 0.8185 0.31
H 0.0231 2.4300 1.1431 0.47
H -1.0224 1.2941 -1.1255 0.47
H -0.8092 -1.1829 -1.0176 0.39
H 1.1925 -1.6337 0.3253 0.48
H 1.4770 0.3773 2.1876 0.44
N 0.9016 -0.4903 -2.2038 -0.48
N -0.6701 0.4714 1.8359 -0.52
N -0.6771 -0.5100 -0.1754 -0.24
```



[2]
ORCA calculation (ωB97M-V/def2-TZVPD) on one molecule with the formula C6H9N3 at a distorted geometry.

Results
HOMO-LUMO gap in eV: 8.335
Energy above the lowest of the compared OMol25 structures with the same formula, charge and spin in eV: 2.532
Electronic energy in a.u.: -398.182389

Structure (XYZ):
```
18
Properties=species:S:1:pos:R:3:mulliken_charge:R:1
C -0.7085 -1.5244 1.0788 -1.48
C 0.1403 -0.6477 0.2372 0.60
C 0.4798 -1.3590 -1.0048 -0.60
C 0.1086 -0.7108 -2.1173 -0.22
N -0.1488 0.7111 -2.2495 -0.43
C -0.3866 1.5345 -1.4239 0.63
N -0.9945 2.5182 -1.0363 -0.57
C 0.7930 0.4385 0.6856 -0.55
N 0.3859 1.1851 1.7645 -0.40
H -1.3538 -1.1079 1.8748 0.38
H 0.0399 -2.0930 1.6974 0.28
H -1.1409 -2.1720 0.2841 0.41
H 0.8083 -2.4647 -0.9611 0.36
H 0.1747 -1.0709 -3.1132 0.44
H -0.6833 3.0795 -0.2697 0.25
H 1.6393 0.8673 0.1986 0.50
H 1.0372 2.0124 1.8522 0.25
H -0.1906 0.8038 2.5028 0.17
```



[3]
ORCA calculation (ωB97M-V/def2-TZVPD) on a 2-piece molecular cluster, C6H9N3 overall at a distorted geometry.

Results
Spin multiplicity: 3
HOMO-LUMO gap (spin up / spin down) in eV: 6.625 / 6.850
Energy above the lowest of the compared OMol25 structures with the same formula, charge and spin in eV: 0.525
Electronic energy in a.u.: -398.079447

Structure (XYZ):
```
18
Properties=species:S:1:pos:R:3:lowdin_spin:R:1
C 0.9106 0.1334 -0.2715 0.48
C 2.1548 0.8785 -0.3954 0.09
C 3.2251 1.4795 -0.5202 0.20
C -2.2917 1.1793 0.8243 0.01
C -1.4116 -1.2387 0.5003 0.03
C -1.5701 0.1778 -0.0548 0.09
N 3.3007 -1.5541 -1.2315 0.01
N -0.1841 0.7568 -0.3441 0.98
N 3.9979 -1.9280 -1.9863 0.00
H 1.0652 -0.9532 -0.0774 0.06
H 4.2564 1.7932 -0.7145 0.02
H -2.2099 2.1635 0.4317 0.00
H -1.7962 1.1806 1.8729 0.00
H -3.3347 0.7241 0.9387 0.00
H -0.8328 -1.8398 -0.1473 0.00
H -2.3245 -1.7379 0.6599 0.01
H -0.7934 -1.2521 1.4418 0.00
H -2.1615 0.0367 -0.9264 0.01
```